<a>
ORCA calculation (ωB97M-V/def2-TZVPD) on a molecular structure, C21H39NP2Zn.

The HOMO energy is -0.171 Ha.

XYZ file:
```
64
C21H39NP2Zn | the OMol25 dataset | ωB97M-V/def2-TZVPD
P -0.503 -1.617 -2.527
P 0.406 1.631 -1.207
C 0.076 -0.054 -3.424
C 1.137 0.761 -2.669
H -0.820 0.557 -3.649
H 0.495 -0.357 -4.393
H 1.992 0.127 -2.374
H 1.564 1.537 -3.331
C -0.470 3.005 -2.037
H -0.472 3.886 -1.382
H -1.516 2.735 -2.237
H 0.014 3.277 -2.986
C 1.649 2.437 -0.173
H 1.844 3.447 -0.573
H 2.602 1.889 -0.178
H 1.315 2.547 0.871
C -1.970 -2.525 -3.335
H -1.904 -3.594 -3.079
H -1.891 -2.421 -4.424
H -2.956 -2.151 -3.033
C 0.488 -2.753 -3.811
H 1.567 -2.531 -3.811
H 0.098 -2.574 -4.826
H 0.345 -3.820 -3.558
Zn 0.971 -0.296 3.064
C -0.920 0.482 -0.681
C -1.665 -0.610 -1.445
C -2.378 -1.632 -0.514
C -1.418 -2.800 -0.107
C -0.303 -3.000 -1.067
C 0.797 -2.088 -1.307
C 1.116 -1.069 -0.171
C -0.065 -0.260 0.416
C 0.845 -2.207 3.331
H -1.652 1.125 -0.185
H -2.389 -0.148 -2.132
H -3.194 -2.112 -1.068
H -2.861 -1.200 0.383
H -1.024 -2.703 0.917
H -2.009 -3.728 -0.100
H -0.170 -4.024 -1.433
H 1.718 -2.470 -1.766
H 1.904 -0.377 -0.509
H 1.646 -1.632 0.615
H -0.706 -0.938 0.982
H 0.306 0.467 1.179
H 1.735 -2.547 3.885
H 0.770 -2.757 2.378
H -0.044 -2.421 3.933
C -1.968 1.500 3.414
C -0.696 2.231 3.392
C -0.435 3.610 3.524
C 0.959 3.759 3.616
C 1.514 2.469 3.531
C 2.882 1.972 3.746
N 0.506 1.564 3.334
H -2.795 2.170 3.709
H -1.923 0.667 4.141
H -2.202 1.065 2.422
H -1.203 4.366 3.558
H 1.541 4.656 3.739
H 3.608 2.796 3.764
H 2.938 1.421 4.706
H 3.172 1.256 2.949
```



<b>
ORCA calculation (ωB97M-V/def2-TZVPD) on a molecular structure, C21H39NP2Zn.

The HOMO energy (alpha / beta) is -0.242 / -0.202 Ha.

XYZ file:
```
64
C21H39NP2Zn | the OMol25 dataset | ωB97M-V/def2-TZVPD
P 2.231 1.948 0.895
P 0.538 -0.291 -1.222
C 2.624 1.621 -0.882
C 1.418 1.241 -1.732
H 3.412 0.845 -0.869
H 3.085 2.534 -1.291
H 0.683 2.063 -1.798
H 1.781 1.051 -2.756
C 1.659 -1.567 -1.876
H 1.054 -2.412 -2.232
H 2.340 -1.943 -1.104
H 2.227 -1.136 -2.711
C -0.814 -0.379 -2.395
H -0.419 -0.464 -3.421
H -1.461 0.523 -2.297
H -1.334 -1.345 -2.228
C 3.858 1.911 1.830
H 3.795 2.638 2.641
H 4.668 2.165 1.144
H 4.109 0.949 2.279
C 2.777 3.808 0.655
H 2.116 4.349 -0.032
H 3.789 3.804 0.228
H 2.790 4.320 1.619
Zn -2.562 -0.408 -0.804
C 0.973 -0.430 0.677
C 2.157 0.110 1.384
C 1.945 -0.057 2.906
C 1.215 1.213 3.537
C 1.401 2.440 2.737
C 0.650 2.685 1.516
C -0.434 1.735 0.958
C -0.290 0.235 1.243
C -3.578 0.221 0.734
H 0.919 -1.521 0.806
H 3.090 -0.362 1.029
H 2.931 -0.233 3.375
H 1.355 -0.962 3.110
H 0.135 1.024 3.660
H 1.623 1.287 4.553
H 1.898 3.300 3.163
H 0.437 3.738 1.227
H -0.541 1.932 -0.128
H -1.409 2.048 1.332
H -0.398 0.003 2.298
H -1.188 -0.264 0.860
H -4.543 0.685 0.509
H -2.997 0.950 1.303
H -3.805 -0.594 1.437
C -1.659 -3.548 0.354
C -2.411 -3.420 -0.903
C -2.671 -4.390 -1.879
C -3.470 -3.806 -2.886
C -3.703 -2.465 -2.509
C -4.470 -1.405 -3.171
N -3.035 -2.249 -1.310
H -1.284 -4.581 0.438
H -2.277 -3.337 1.247
H -0.792 -2.856 0.420
H -2.277 -5.404 -1.826
H -3.827 -4.225 -3.807
H -4.684 -1.696 -4.210
H -5.421 -1.189 -2.643
H -3.931 -0.436 -3.182
```



Which one is most stable, and which one is least stable? <a> is the most stable of them, while <b> is the least stable.



<a>
ORCA calculation (ωB97M-V/def2-TZVPD) on C20H25FN2O2S in the gas phase.

The HOMO energy is -0.300 Ha. The structure (SMILES) is CN(CCc1ccccc1)[C@@H]1CCCN(S(=O)(=O)c2cccc(F)c2)C1.

XYZ file:
```
51
C20H25FN2O2S | the OMol25 dataset | ωB97M-V/def2-TZVPD
C -1.231 -0.337 3.276
N -1.424 0.136 1.923
C -1.119 1.548 1.755
C -2.261 2.281 1.026
C -2.356 1.876 -0.417
C -3.303 0.950 -0.836
C -3.345 0.534 -2.155
C -2.445 1.046 -3.074
C -1.509 1.982 -2.670
C -1.468 2.394 -1.351
C -0.892 -0.711 0.872
C -1.730 -1.977 0.669
C -1.204 -2.729 -0.552
C 0.268 -3.081 -0.348
N 1.072 -1.907 -0.061
S 1.485 -1.002 -1.409
O 1.918 -1.925 -2.415
O 0.500 -0.023 -1.772
C 2.917 -0.130 -0.765
C 4.044 -0.851 -0.422
C 5.152 -0.184 0.077
C 5.125 1.193 0.231
C 3.981 1.887 -0.124
F 3.954 3.224 0.029
C 2.864 1.243 -0.627
C 0.584 -1.125 1.055
H -1.497 -1.390 3.335
H -0.203 -0.212 3.649
H -1.902 0.214 3.935
H -0.183 1.700 1.201
H -0.998 2.002 2.742
H -3.195 2.054 1.540
H -2.074 3.355 1.096
H -4.002 0.547 -0.118
H -4.080 -0.195 -2.465
H -2.472 0.716 -4.101
H -0.807 2.386 -3.383
H -0.734 3.124 -1.038
H -0.950 -0.134 -0.055
H -2.773 -1.694 0.526
H -1.667 -2.625 1.546
H -1.295 -2.093 -1.436
H -1.779 -3.642 -0.718
H 0.693 -3.532 -1.245
H 0.384 -3.773 0.492
H 4.037 -1.920 -0.559
H 6.041 -0.733 0.345
H 5.976 1.733 0.617
H 1.974 1.779 -0.916
H 1.224 -0.244 1.141
H 0.705 -1.734 1.957
```



<b>
ORCA calculation (ωB97M-V/def2-TZVPD) on C20H25FN2O2S in the gas phase.

The HOMO energy is -0.315 Ha. The structure (SMILES) is CN(CCc1ccccc1)[C@@H]1CCCN(S(=O)(=O)c2cccc(F)c2)C1.

XYZ file:
```
51
C20H25FN2O2S | the OMol25 dataset | ωB97M-V/def2-TZVPD
C 1.929 3.117 -1.425
N 1.838 2.359 -0.195
C 2.508 1.075 -0.295
C 4.017 1.221 -0.029
C 4.665 -0.131 0.020
C 5.184 -0.712 -1.130
C 5.747 -1.975 -1.092
C 5.796 -2.678 0.100
C 5.278 -2.110 1.252
C 4.715 -0.847 1.210
C 0.504 2.342 0.374
C 0.527 2.044 1.877
C -0.884 2.190 2.441
C -1.843 1.264 1.696
N -1.792 1.556 0.284
S -3.081 1.031 -0.622
O -4.277 1.397 0.074
O -2.879 1.491 -1.963
C -2.926 -0.761 -0.601
C -2.139 -1.387 -1.548
C -1.950 -2.758 -1.480
C -2.542 -3.492 -0.465
C -3.327 -2.836 0.469
F -3.902 -3.550 1.453
C -3.530 -1.467 0.421
C -0.490 1.379 -0.309
H 1.506 4.108 -1.270
H 2.977 3.233 -1.692
H 1.407 2.640 -2.268
H 2.357 0.609 -1.282
H 2.105 0.396 0.456
H 4.473 1.824 -0.815
H 4.143 1.742 0.920
H 5.151 -0.166 -2.062
H 6.151 -2.411 -1.994
H 6.238 -3.662 0.131
H 5.315 -2.652 2.185
H 4.316 -0.405 2.112
H 0.102 3.354 0.250
H 1.212 2.736 2.368
H 0.883 1.028 2.059
H -1.222 3.220 2.319
H -0.897 1.945 3.504
H -2.873 1.426 2.013
H -1.567 0.213 1.888
H -1.705 -0.793 -2.337
H -1.342 -3.259 -2.217
H -2.409 -4.560 -0.391
H -4.155 -0.962 1.138
H -0.592 1.614 -1.368
H -0.146 0.338 -0.200
```



Which one is most stable, and which one is least stable? <b> is the most stable of them, while <a> is the least stable.